[1]
A 4-piece molecular cluster, C50H37N2O8 overall at a distorted geometry. Source: OMol25; level of theory: the ωB97M-V functional and the def2-TZVPD basis.

CARTESIAN COORDINATES (ANGSTROEM)
1 C -3.874 -6.793 6.173
2 C -4.612 -5.358 6.136
3 C -5.393 -5.289 4.711
4 O -6.261 -6.128 4.359
5 O -5.036 -4.189 3.862
6 C -4.018 -4.555 2.894
7 C -2.917 -3.435 2.596
8 C -3.008 -2.113 3.467
9 C -4.161 -1.238 3.976
10 N -3.632 -0.101 4.711
11 C -2.198 -0.222 4.657
12 N -1.800 -1.410 3.939
13 H -4.235 -7.428 5.282
14 H -4.147 -7.280 7.180
15 H -2.742 -6.660 6.114
16 H -3.908 -4.457 6.220
17 H -5.358 -5.300 6.998
18 H -3.479 -5.488 3.308
19 H -4.576 -4.901 1.938
20 H -2.890 -3.116 1.486
21 H -1.877 -3.908 2.792
22 H -5.260 -1.498 3.776
23 H -4.205 0.636 5.141
24 H -1.492 0.544 5.120
25 H -0.812 -1.662 3.778
26 C -3.621 0.142 1.011
27 C -4.204 -1.093 0.731
28 C -4.252 -1.559 -0.579
29 C -3.727 -0.786 -1.615
30 C -3.166 0.460 -1.338
31 C -3.104 0.918 -0.021
32 C -2.650 1.312 -2.435
33 O -2.157 2.400 -2.191
34 C -2.752 0.826 -3.828
35 C -2.323 1.642 -4.876
36 C -2.403 1.188 -6.189
37 C -2.901 -0.085 -6.458
38 C -3.335 -0.899 -5.417
39 C -3.270 -0.441 -4.100
40 C -3.767 -1.300 -3.004
41 O -4.208 -2.412 -3.237
42 H -3.576 0.502 2.034
43 H -4.619 -1.692 1.532
44 H -4.703 -2.524 -0.791
45 H -2.656 1.882 0.203
46 H -1.930 2.634 -4.674
47 H -2.073 1.826 -7.002
48 H -2.956 -0.441 -7.482
49 H -3.727 -1.887 -5.635
50 C 2.069 4.424 -2.287
51 C 3.237 5.181 -2.217
52 C 3.845 5.633 -3.383
53 C 3.293 5.318 -4.625
54 C 2.138 4.539 -4.696
55 C 1.520 4.102 -3.523
56 C 1.570 4.157 -6.009
57 O 0.558 3.479 -6.070
58 C 2.254 4.601 -7.244
59 C 1.764 4.200 -8.488
60 C 2.393 4.625 -9.654
61 C 3.507 5.458 -9.582
62 C 4.003 5.855 -8.345
63 C 3.382 5.419 -7.173
64 C 3.938 5.818 -5.861
65 O 4.916 6.543 -5.797
66 H 1.589 4.080 -1.376
67 H 3.672 5.422 -1.252
68 H 4.752 6.227 -3.322
69 H 0.613 3.508 -3.571
70 H 0.894 3.554 -8.551
71 H 2.013 4.307 -10.620
72 H 3.993 5.794 -10.493
73 H 4.874 6.500 -8.296
74 C 5.614 -4.570 4.933
75 C 4.273 -4.711 5.283
76 C 3.387 -3.658 5.084
77 C 3.842 -2.454 4.543
78 C 5.190 -2.305 4.215
79 C 6.073 -3.370 4.401
80 C 5.696 -1.018 3.688
81 O 6.871 -0.888 3.398
82 C 4.753 0.111 3.527
83 C 5.226 1.348 3.085
84 C 4.344 2.411 2.917
85 C 2.987 2.241 3.181
86 C 2.513 1.012 3.627
87 C 3.397 -0.053 3.810
88 C 2.889 -1.347 4.318
89 O 1.697 -1.497 4.555
90 H 6.303 -5.395 5.081
91 H 3.918 -5.643 5.711
92 H 2.342 -3.776 5.354
93 H 7.121 -3.264 4.135
94 H 6.282 1.487 2.874
95 H 4.715 3.373 2.579
96 H 2.299 3.069 3.044
97 H 1.455 0.887 3.836

charge = +1
electronic energy = -71802.96579 eV
M = 793.9 Da
HOMO level = -10.99 eV

Atom charges from the Mulliken analysis, given in e for atoms 1 to 4:
1 C -0.941
2 C -0.077
3 C 0.212
4 O -0.511

=====

[2]
C50H38BrCoN9OS as an isolated structure at a distorted geometry. Source: OMol25; level of theory: the ωB97M-V functional and the def2-TZVPD basis.

CARTESIAN COORDINATES (ANGSTROEM)
1 Co -0.385 -0.104 -0.362
2 Br 3.112 -4.465 -5.196
3 C 2.460 -3.152 -3.980
4 C 3.078 -1.898 -3.941
5 C 2.609 -0.941 -3.077
6 C 1.490 -1.173 -2.234
7 O 1.081 -0.225 -1.482
8 C 0.886 -2.473 -2.286
9 C -0.190 -2.823 -1.429
10 N -0.645 -2.064 -0.481
11 C -1.547 -2.536 0.470
12 C -2.038 -3.825 0.598
13 C -2.839 -4.180 1.688
14 C -3.167 -3.266 2.657
15 C -2.732 -1.932 2.537
16 C -3.055 -0.925 3.469
17 C -2.587 0.345 3.260
18 C -1.825 0.626 2.119
19 N -1.503 -0.286 1.224
20 C -1.929 -1.562 1.431
21 C 1.397 -3.442 -3.170
22 H 3.914 -1.688 -4.594
23 H 3.063 0.041 -3.050
24 H -0.598 -3.823 -1.573
25 H -1.798 -4.581 -0.136
26 H -3.192 -5.199 1.771
27 H -3.771 -3.551 3.509
28 H -3.652 -1.175 4.337
29 H -2.797 1.134 3.969
30 H -1.485 1.635 1.924
31 H 0.952 -4.429 -3.202
32 S -5.920 -1.865 -6.607
33 N -6.230 -1.663 -5.029
34 C -5.094 -1.331 -4.445
35 C -4.915 -1.018 -3.054
36 C -5.998 -0.981 -2.175
37 C -5.775 -0.606 -0.874
38 C -4.469 -0.305 -0.495
39 N -3.427 -0.369 -1.301
40 C -3.620 -0.696 -2.582
41 C -2.487 -0.585 -3.521
42 N -1.304 -0.087 -3.088
43 C -0.373 0.179 -3.982
44 C -0.470 -0.129 -5.337
45 C -1.642 -0.670 -5.795
46 C -2.691 -0.863 -4.895
47 C -3.997 -1.265 -5.348
48 N -4.333 -1.540 -6.594
49 H -6.984 -1.231 -2.543
50 H -6.585 -0.526 -0.164
51 H -4.280 0.032 0.516
52 H 0.506 0.692 -3.613
53 H 0.353 0.076 -6.005
54 H -1.795 -0.916 -6.837
55 C 4.271 1.568 4.704
56 C 4.483 2.599 3.631
57 C 5.262 3.726 3.854
58 C 5.455 4.681 2.868
59 C 4.909 4.483 1.610
60 C 4.143 3.357 1.359
61 C 3.885 2.434 2.373
62 N 3.056 1.319 2.156
63 C 1.847 1.264 1.472
64 N 1.287 2.459 1.169
65 C 0.232 2.802 0.289
66 C -0.527 1.857 -0.419
67 C -1.515 2.390 -1.258
68 C -1.735 3.750 -1.406
69 C -0.980 4.648 -0.673
70 C 0.001 4.188 0.188
71 C 0.785 5.194 0.999
72 N 1.280 0.139 1.239
73 C 1.830 -1.058 1.727
74 C 2.590 -1.876 0.887
75 C 3.031 -3.117 1.309
76 C 2.751 -3.551 2.597
77 C 2.035 -2.726 3.449
78 C 1.566 -1.480 3.041
79 C 0.774 -0.642 4.011
80 H 4.778 1.860 5.621
81 H 4.663 0.597 4.393
82 H 3.207 1.444 4.920
83 H 5.721 3.860 4.826
84 H 6.040 5.567 3.076
85 H 5.087 5.198 0.818
86 H 3.753 3.177 0.365
87 H 3.305 0.465 2.628
88 H 1.801 3.248 1.518
89 H -2.138 1.720 -1.822
90 H -2.498 4.109 -2.086
91 H -1.156 5.714 -0.759
92 H 0.396 6.192 0.804
93 H 1.847 5.202 0.738
94 H 0.695 5.011 2.074
95 H 2.817 -1.525 -0.110
96 H 3.592 -3.747 0.631
97 H 3.094 -4.518 2.941
98 H 1.815 -3.056 4.458
99 H 1.255 -0.638 4.990
100 H -0.225 -1.067 4.134
101 H 0.658 0.383 3.664

2S+1 = 2
relative energy (zero: lowest compared OMol25 entry of this formula, charge and spin) = 5.3 kcal/mol
electronic energy = -186433.10095 eV
M = 951.8 Da
HOMO level (alpha / beta) = -7.04 / -7.02 eV

Atom charges from the Mulliken analysis, given in e for atoms 1 to 4:
1 Co 0.083
2 Br -0.222
3 C -0.284
4 C -0.485